[1]
Computed, not measured: C10H9BrClN in the gas phase in a non-equilibrium geometry, with ωB97M-V/def2-TZVPD.

Element x y z (Å)
C1 -2.13597 0.99857 -0.60548
C2 -0.97695 1.34013 0.02864
C3 -2.50066 -0.28383 -0.53576
C4 -0.14032 0.35941 0.55673
C5 -0.59000 -0.99445 0.57107
C6 1.28036 0.70931 1.01921
C7 0.15756 -1.90879 1.22208
C8 1.79379 -0.38592 -1.28644
C9 2.22905 -1.36365 -0.27198
C10 2.20113 0.11381 0.08130
N1 -1.75935 -1.25356 0.00496
Cl1 3.54412 -2.43903 -0.17565
Br1 3.95876 0.95138 0.03487
H1 -2.65534 1.90392 -1.16688
H2 -0.52839 2.34873 -0.09123
H3 -3.45853 -0.68285 -0.84647
H4 1.46583 1.79914 1.18823
H5 1.39529 0.03244 2.02184
H6 0.71936 -1.64432 2.02299
H7 -0.10939 -2.92789 1.13956
H8 2.43325 -0.14114 -2.16941
H9 0.64802 -0.33297 -1.42228

Computed properties:
- DFT total energy: -3475.23416 Ha
- Highest occupied orbital energy (spin up / spin down): -8.4 / -8.1 eV
- LUMO level (spin up / spin down): -0.96 / -0.76 eV
- HOMO-LUMO gap (spin up / spin down): 7.422 / 7.309 eV
- Energy relative to the best compared isomer or geometry (same formula, charge and spin): 4.2181 eV


[2]
Computed, not measured: 2 unconnected molecules or ions with the total composition C10H9BrNP in a non-equilibrium geometry, with ωB97M-V/def2-TZVPD.

Element x y z (Å)
C1 -0.18717 -2.89099 -1.99516
C2 -1.06864 -3.51256 -1.13940
C3 -0.47567 2.33457 0.96347
C4 1.06369 0.52472 0.67348
C5 0.48831 3.20780 1.38703
C6 1.99903 1.30122 1.36127
C7 -0.15248 -1.56502 -1.73991
C8 -1.63363 -2.57272 -0.29148
C9 -0.17823 1.08390 0.41673
C10 1.78717 2.60924 1.62179
N1 -0.96209 -1.33689 -0.59266
P1 -1.66540 0.09123 0.10928
Br1 3.11231 3.74869 2.43782
H1 0.07991 -3.27537 -2.91500
H2 -1.33172 -4.53610 -1.27990
H3 -1.47280 2.67447 0.70013
H4 1.32526 -0.58001 0.53217
H5 0.20398 4.10241 2.03752
H6 2.92403 0.94020 1.45378
H7 0.50259 -0.69291 -2.08604
H8 -2.39306 -2.41786 0.45425
H9 -1.96539 0.76197 -2.10917

Computed properties:
- DFT total energy: -3356.41602 Ha
- Highest occupied orbital energy (spin up / spin down): -8.5 / -8.2 eV
- LUMO level (spin up / spin down): -1.09 / -0.89 eV
- HOMO-LUMO gap (spin up / spin down): 7.449 / 7.302 eV
- Energy relative to the best compared isomer or geometry (same formula, charge and spin): 2.1973 eV


[3]
Computed, not measured: a molecular structure, C10H9ClN3O4Ru, with ωB97M-V/def2-TZVPD.

Element x y z (Å)
Ru1 -1.13504 0.36296 -0.98148
N1 1.31046 -0.38663 1.14551
C1 1.75416 -0.25463 -0.13929
C2 3.12958 -0.42200 -0.35991
C3 3.63881 -0.30958 -1.65013
C4 2.76404 -0.03260 -2.68321
C5 1.40477 0.13305 -2.39554
N2 0.89324 0.02813 -1.15477
C6 0.07945 -0.33109 1.74629
C7 0.03788 -0.57039 3.12499
C8 -1.18369 -0.53867 3.79281
C9 -2.32681 -0.27084 3.06463
C10 -2.21644 -0.03612 1.69208
N3 -1.04357 -0.05909 1.02769
H1 2.06057 -0.58676 1.80496
H2 3.78852 -0.63885 0.47366
H3 4.69959 -0.43747 -1.83054
H4 3.09914 0.06502 -3.70824
H5 0.70760 0.35887 -3.19376
H6 0.95267 -0.78237 3.66735
H7 -1.22595 -0.72348 4.85963
H8 -3.30560 -0.23536 3.52623
H9 -3.10314 0.17894 1.10754
O1 -3.39583 2.46576 -2.91529
Cl1 -3.07152 1.14464 -2.68581
O2 -3.04770 0.82213 -1.15110
O3 -3.74699 0.13665 -3.35128
O4 -1.51817 0.91981 -2.83302

Computed properties:
- DFT total energy: -1405.29415 Ha
- Highest occupied orbital energy (spin up / spin down): -20.6 / -21.0 eV
- LUMO level (spin up / spin down): -11.67 / -15.14 eV
- HOMO-LUMO gap (spin up / spin down): 8.975 / 5.870 eV
- Energy relative to the best compared isomer or geometry (same formula, charge and spin): 0.0000 eV
- Net charge: +3
- ⟨S²⟩: 6.059
- Spin multiplicity: 5


[4]
Computed, not measured: a molecular structure, C10H9ClOS in a non-equilibrium geometry, with ωB97M-V/def2-TZVPD.

Element x y z (Å)
C1 3.31246 1.61696 0.11114
C2 2.14876 2.37615 0.19639
C3 3.15529 0.22870 -0.18220
C4 0.88237 1.78066 0.07283
C5 1.89374 -0.31775 -0.36911
C6 0.71271 0.43582 -0.21077
C7 -0.52405 -0.37537 -0.40926
C8 -2.43913 0.71121 0.34339
C9 -1.79782 -2.25043 -0.36771
C10 -2.92322 -1.77711 0.56092
O1 -0.54079 -1.61563 0.06918
S1 -3.73996 -0.26556 -0.20835
Cl1 -2.64741 2.29984 -0.22743
H1 4.20357 2.15803 0.25537
H2 2.07911 3.46295 0.41654
H3 3.96818 -0.33944 -0.19030
H4 0.00725 2.47730 0.28123
H5 1.93374 -1.29607 -0.58285
H6 -1.47632 -3.25983 -0.33741
H7 -2.14147 -1.95156 -1.44742
H8 -3.52255 -2.66230 0.78920
H9 -2.54447 -1.43657 1.43661

Computed properties:
- DFT total energy: -1319.84257 Ha
- Highest occupied orbital energy (spin up / spin down): -7.3 / -7.3 eV
- LUMO level (spin up / spin down): -0.61 / -0.61 eV
- HOMO-LUMO gap (spin up / spin down): 6.704 / 6.703 eV
- Energy relative to the best compared isomer or geometry (same formula, charge and spin): 4.6615 eV


[5]
Computed, not measured: a molecular structure, C10H9F3FeI2O6SV in a non-equilibrium geometry, with ωB97M-V/def2-TZVPD.

Element x y z (Å)
I1 2.64782 -1.40768 0.73323
I2 2.96822 1.64198 0.41613
Fe1 0.41371 2.01172 0.26945
V1 0.03214 -1.53556 0.46923
S1 -0.68545 0.23144 -0.68496
C1 -0.68179 -3.06318 -0.27619
C2 -1.12671 -1.93265 2.16789
C3 -0.04635 0.07213 -2.51342
C4 0.91359 1.21602 -2.82607
C5 -1.34284 0.17478 -3.31612
C6 0.63557 -1.27738 -2.68475
C7 -0.70207 2.07328 2.06451
C8 -1.09559 3.08203 -0.72716
O1 -2.16674 -2.13190 2.64753
O2 -1.20430 -4.01419 -0.72756
O3 -1.64031 2.35676 2.68460
O4 -2.11214 3.33396 -1.21593
H1 1.23077 1.13391 -3.87860
H2 1.81227 1.16362 -2.18746
H3 0.43438 2.19554 -2.68270
H4 -1.12937 0.09445 -4.39030
H5 -1.83940 1.13836 -3.13949
H6 -2.03257 -0.63003 -3.03290
H7 0.92988 -1.35931 -3.74142
H8 -0.02203 -2.12351 -2.44454
H9 1.54284 -1.34874 -2.06374
F1 1.84193 -0.64348 5.49385
C9 0.86240 0.11655 4.95387
F2 -0.11749 0.25772 5.89833
F3 1.36070 1.34923 4.69655
C10 0.27030 -0.54632 3.66121
O5 0.18022 -1.80733 3.66854
O6 -0.13161 0.17781 2.70838

Computed properties:
- DFT total energy: -4336.80139 Ha
- Highest occupied orbital energy (spin up / spin down): -23.5 / -23.6 eV
- LUMO level (spin up / spin down): -18.99 / -19.26 eV
- HOMO-LUMO gap (spin up / spin down): 4.546 / 4.327 eV
- Net charge: +4
- ⟨S²⟩: 15.865
- Spin multiplicity: 8


[6]
Computed, not measured: a molecular structure, C10H9FeN2O5Se in a non-equilibrium geometry, with ωB97M-V/def2-TZVPD.

Element x y z (Å)
O1 -3.21581 -3.18079 -3.49209
C1 -2.39756 -2.90613 -2.72931
Fe1 0.00120 0.08207 0.02147
C2 1.43579 -0.05502 1.12270
O2 2.41573 -0.21017 1.73160
C3 -0.42265 1.80210 -0.00908
O3 -0.69799 2.91335 -0.22385
C4 -1.38569 -0.39793 1.11053
O4 -2.31870 -0.68770 1.74007
C5 0.99917 0.20124 -1.54641
O5 1.59720 0.45181 -2.51118
H1 -1.16861 0.01899 -0.97400
C6 0.62119 1.12568 5.43969
N1 1.49645 1.90608 4.60089
C7 2.68268 2.50799 4.94838
C8 3.18237 3.07898 3.83983
N2 2.31465 2.81250 2.79883
C9 2.55178 3.22825 1.42733
C10 1.22114 2.14133 3.28994
Se1 -0.46801 1.65799 2.71797
H2 0.54424 0.09430 5.06143
H3 -0.38822 1.56098 5.42649
H4 1.02944 1.13508 6.45694
H5 3.02220 2.48342 5.96202
H6 4.06016 3.65701 3.67379
H7 2.58943 4.32653 1.38814
H8 3.52278 2.83331 1.09271
H9 1.74885 2.85740 0.77802

Computed properties:
- DFT total energy: -4536.88039 Ha
- Highest occupied orbital energy (spin up / spin down): -10.0 / -12.4 eV
- LUMO level (spin up / spin down): -3.13 / -6.05 eV
- HOMO-LUMO gap (spin up / spin down): 6.853 / 6.311 eV
- Energy relative to the best compared isomer or geometry (same formula, charge and spin): 0.0000 eV
- Net charge: +1
- ⟨S²⟩: 6.095
- Spin multiplicity: 5